No. 1
DFT (ωB97M-V/def2-TZVPD) results for C30H38AlFN2PS6 as an isolated structure.

Structure (XYZ):
```
79
Properties=species:S:1:pos:R:3:lowdin_charge:R:1
Al 0.9668 -0.5599 0.4001 -0.03
F 6.4690 -2.3601 -1.3931 0.08
C 5.2877 -1.9302 -0.9310 -0.28
C 4.3626 -2.8565 -0.4990 0.01
C 3.1359 -2.3957 -0.0414 -0.12
C 2.8126 -1.0332 -0.0127 -0.27
C 3.7973 -0.1380 -0.4553 -0.10
C 5.0365 -0.5717 -0.9039 0.01
H 4.6006 -3.9136 -0.5312 0.13
H 2.4196 -3.1286 0.3195 0.10
H 3.6068 0.9257 -0.4666 0.08
H 5.7989 0.1238 -1.2369 0.13
C -3.1523 -3.7689 3.4706 0.01
C -2.7068 -2.3436 3.4512 -0.22
C -3.4921 -1.2842 3.8236 0.05
C -2.9717 0.0024 3.7025 -0.26
N -1.7055 0.2169 3.3082 0.14
C -0.9301 -0.8144 3.0353 -0.71
S 0.7736 -0.6602 2.7209 0.78
N -1.4494 -2.0699 3.0537 0.12
C -3.7896 1.2150 4.0014 0.00
H -4.1924 -3.8422 3.1587 0.10
H -3.0811 -4.1618 4.4877 0.11
H -2.5311 -4.3858 2.8228 0.04
H -4.5016 -1.4499 4.1747 0.14
H -0.8578 -2.8217 2.7086 0.13
H -4.8053 0.9631 4.2989 0.09
H -3.8180 1.8593 3.1196 0.09
H -3.3073 1.7863 4.7961 0.10
C -3.1439 -4.8737 -0.1577 -0.36
S -1.4763 -5.2487 0.4562 0.81
C -0.5183 -4.6299 -0.8799 -1.00
C -0.1889 -3.3402 -1.0858 -1.03
S -0.7331 -2.0115 -0.0803 0.68
S 0.7567 -3.0213 -2.5141 0.92
C 0.9373 -4.6656 -3.0621 -1.48
S 1.8079 -5.0757 -4.3686 0.61
S 0.0765 -5.7815 -2.0526 0.93
H -3.8472 -5.2161 0.6025 0.03
H -3.3246 -5.4140 -1.0826 0.05
H -3.2515 -3.8012 -0.3100 0.03
C -1.5102 3.2940 -2.0553 -0.06
C -1.4810 2.0736 -1.1296 -0.65
C -2.4398 2.2519 0.0584 -0.08
C -1.9239 0.8486 -1.9404 -0.10
P 0.2546 1.7370 -0.4592 1.15
C 1.3012 1.7185 -1.9671 -0.35
C 1.4207 0.4981 -2.6396 -0.14
C 2.1865 0.3693 -3.7867 -0.05
C 2.8586 1.4730 -4.2866 -0.05
C 2.7439 2.6988 -3.6445 -0.05
C 1.9696 2.8232 -2.5002 -0.09
C 0.7990 3.1173 0.7007 -0.66
C 0.4772 4.5392 0.2353 -0.07
C 0.1166 2.9011 2.0622 -0.10
C 2.3080 2.9487 0.9226 -0.08
H -2.4665 3.2968 -2.5862 0.10
H -0.7225 3.2547 -2.8080 0.08
H -1.4317 4.2351 -1.5151 0.07
H -3.4693 2.1219 -0.2887 0.10
H -2.3619 3.2498 0.4958 0.07
H -2.2536 1.5135 0.8450 0.06
H -2.9003 1.0683 -2.3823 0.10
H -2.0283 -0.0372 -1.3183 0.02
H -1.2378 0.6205 -2.7572 0.08
H 0.8885 -0.3742 -2.2849 0.02
H 2.2637 -0.5922 -4.2799 0.11
H 3.4700 1.3804 -5.1758 0.11
H 3.2595 3.5672 -4.0359 0.11
H 1.9055 3.7894 -2.0246 0.09
H -0.5872 4.7563 0.3254 0.07
H 0.7855 4.7620 -0.7821 0.07
H 1.0055 5.2323 0.8967 0.10
H -0.9425 3.1595 2.0387 0.06
H 0.6003 3.5499 2.7993 0.10
H 0.2082 1.8797 2.4161 0.00
H 2.8898 3.0944 0.0130 0.07
H 2.5372 1.9650 1.3379 0.07
H 2.6363 3.6914 1.6533 0.10
```

## Properties
Frontier orbital gap   6.68 eV
Total energy   -4348.17645 hartree
Total charge   +1

---

No. 2
DFT (ωB97M-V/def2-TZVPD) results for one molecule with the formula C8H13N2P at a distorted geometry.

Structure (XYZ):
```
24
Properties=species:S:1:pos:R:3:lowdin_charge:R:1
C -2.3243 -0.8394 -0.1746 -0.18
C -1.3351 -0.7844 1.1304 -0.42
P 0.2749 0.2121 0.8943 0.90
C 1.7941 -0.9149 1.2346 -0.43
C 2.0945 -2.0218 0.0616 -0.21
C 0.4249 0.9968 -0.8391 -0.48
C 1.8141 1.9194 -0.8537 -0.16
N 2.8096 2.7508 -0.6457 0.08
C -0.8019 1.9979 -1.2626 -0.20
C -1.6034 2.6618 0.0039 -0.15
N -2.1919 3.3802 0.9354 0.08
H -2.7474 -1.9530 -0.2278 0.09
H -1.8087 -0.6331 -1.2045 0.06
H -3.2608 -0.1552 0.0433 0.09
H -1.0234 -1.9012 1.3940 0.08
H -1.8808 -0.3749 2.1024 0.09
H 2.7936 -0.2974 1.4226 0.10
H 1.5858 -1.4996 2.2388 0.09
H 2.8901 -2.8206 0.4542 0.08
H 1.1534 -2.6496 -0.2630 0.07
H 2.6047 -1.5412 -0.8998 0.08
H 0.6120 0.1296 -1.6378 0.12
H -0.3159 2.8783 -1.9003 0.13
H -1.5582 1.4595 -2.0066 0.12
```

## Properties
Structure (SMILES)   CCP(CC)[C@H](C#N)CC#N
Frontier orbital gap   8.41 eV
Total energy   -763.22866 hartree
Total charge   0

---

No. 3
DFT (ωB97M-V/def2-TZVPD) results for a 2-piece molecular cluster, C4H13N3O2 overall at a distorted geometry.

Structure (XYZ):
```
22
Properties=species:S:1:pos:R:3:lowdin_charge:R:1
C -0.5525 -0.7523 1.1127 -0.33
C -1.2169 -1.8182 0.2702 -0.07
C -1.4172 0.4664 1.3364 -0.08
N 1.6036 0.4597 1.5571 0.03
O 0.9666 -0.4359 0.6249 -0.29
H -0.2582 -1.1845 2.0714 0.12
H 2.5544 0.0927 1.6223 0.09
H 1.6671 1.3205 0.9966 0.07
H -1.7709 -1.3832 -0.5674 0.07
H -0.4870 -2.5308 -0.1251 0.08
H -1.9886 0.7548 0.4506 0.06
H -0.8463 1.3245 1.6986 0.07
H -2.1731 0.2282 2.0941 0.08
H -1.9481 -2.3639 0.8772 0.09
N 0.4586 0.3395 -1.7691 -0.08
N -0.1847 1.5784 -1.6319 0.03
C 1.8271 0.1976 -1.4330 -0.36
O 2.5960 1.1550 -1.3272 -0.02
H -0.0604 -0.4951 -2.0222 0.12
H 0.1958 2.3296 -2.2056 0.08
H -1.1579 1.5329 -1.9469 0.09
H 2.1926 -0.8158 -1.6838 0.13
```

## Properties
Structure (SMILES)   CC(C)ON.NNC=O
Frontier orbital gap   8.95 eV
Total energy   -474.81889 hartree
Total charge   0

---

Number 1: molar mass 696.0 g mol⁻¹. Number 2: molar mass 168.2 g mol⁻¹. Number 3: molar mass 135.2 g mol⁻¹.